This record from the Open Molecules 2025 dataset describes a cluster of 11 separate species, C22H44Cl22 in total in a non-equilibrium geometry. The level of theory is ωB97M-V/def2-TZVPD.

The HOMO energy comes out at -10.39 eV. The total energy comes out at -299022.05843 eV. The calculation puts the max |F| at 2.48 eV Å⁻¹. For the energy above the lowest of the compared OMol25 structures with the same formula, charge and spin, the calculation gives 61.5 kcal per mole. The SMILES is ClCCCl.ClCCCl.ClCCCl.ClCCCl.ClCCCl.ClCCCl.ClCCCl.ClCCCl.ClCCCl.ClCCCl.ClCCCl. The calculation puts the HOMO-LUMO gap at 10.3 eV.

```
88
Properties=species:S:1:pos:R:3:lowdin_charge:R:1
Cl -2.7767 8.4945 24.3617 0.578
C -2.3462 6.9866 25.0963 -0.691
C -2.6494 6.9730 26.6450 -0.683
Cl -4.3301 7.3564 27.0550 0.543
H -1.3142 6.8108 24.7925 0.053
H -2.8442 6.1290 24.6440 0.071
H -2.0704 7.7696 27.1123 -0.023
H -2.4634 6.0266 27.1527 0.000
Cl 3.0160 12.7808 24.8327 0.658
C 3.5852 14.3992 24.7502 -0.685
C 3.5368 15.1095 26.0983 -0.594
Cl 4.6536 14.3678 27.3509 0.567
H 2.9836 14.8812 23.9796 0.054
H 4.5609 14.2003 24.3069 0.065
H 2.5168 15.0548 26.4785 0.007
H 3.7075 16.1726 25.9285 0.084
Cl 1.6931 15.7552 32.0865 0.589
C 0.2945 15.3777 31.0237 -0.607
C -0.8617 14.7054 31.8372 -0.695
Cl -1.5770 15.7388 33.0369 0.568
H 0.6503 14.6705 30.2744 0.012
H -0.0731 16.2225 30.4412 0.074
H -0.5798 13.8013 32.3768 0.064
H -1.7322 14.4627 31.2278 0.055
Cl -2.2759 13.1839 27.1302 0.646
C -1.7149 14.5487 26.2883 -0.747
C -0.3661 14.2434 25.6868 -0.727
Cl 0.2802 15.6264 24.8612 0.646
H -1.6506 15.4491 26.8994 0.073
H -2.4658 14.9078 25.5845 0.077
H -0.4289 13.4127 24.9839 0.074
H 0.2986 13.9276 26.4909 -0.001
Cl -1.0785 4.7282 28.9163 0.610
C -0.0558 4.8759 27.4949 -0.661
C 0.8783 6.0482 27.7240 -0.689
Cl 2.1937 5.6222 28.8585 0.566
H -0.5765 5.0095 26.5467 0.064
H 0.4739 3.9334 27.3558 0.071
H 0.4088 6.9762 28.0503 -0.003
H 1.4660 6.3181 26.8466 0.034
Cl 6.4810 10.2964 29.6568 0.520
C 6.0922 10.4891 27.8519 -0.577
C 4.6316 10.7340 27.5580 -0.670
Cl 3.7372 9.2233 27.7538 0.632
H 6.3778 9.6293 27.2458 0.071
H 6.6747 11.3804 27.6189 0.062
H 4.6282 11.0396 26.5117 0.045
H 4.1171 11.5703 28.0314 0.010
Cl 1.8951 12.9623 28.3775 0.621
C 1.2288 11.2527 28.3695 -0.593
C 1.0694 10.7848 26.9712 -0.633
Cl 0.1769 9.1852 26.9144 0.610
H 0.3242 11.2583 28.9776 0.054
H 1.7571 10.6375 29.0979 0.041
H 2.0157 10.7318 26.4330 -0.002
H 0.4000 11.4900 26.4785 0.041
Cl 1.2622 7.5423 32.4454 0.537
C 2.3771 8.4554 31.3944 -0.669
C 3.8087 8.5807 31.9202 -0.628
Cl 4.0736 9.4530 33.4950 0.502
H 2.0269 9.4683 31.1955 0.052
H 2.2439 7.9522 30.4367 0.005
H 4.5061 9.0297 31.2130 0.007
H 4.2502 7.5844 31.9439 0.072
Cl -2.9130 10.0982 28.7680 0.541
C -2.5008 10.3666 30.4795 -0.635
C -2.8744 9.1992 31.4231 -0.636
Cl -4.6397 8.9474 31.6536 0.525
H -3.0544 11.2573 30.7766 0.063
H -1.4267 10.4880 30.6201 0.059
H -2.4445 9.4201 32.4001 0.069
H -2.4639 8.2362 31.1196 0.064
Cl 4.2327 12.5082 31.8398 0.556
C 4.7561 13.7020 30.6640 -0.763
C 5.0412 15.0527 31.2464 -0.678
Cl 6.2676 14.8431 32.5024 0.557
H 3.9475 13.8083 29.9408 -0.024
H 5.6559 13.4043 30.1255 0.052
H 4.1656 15.4129 31.7865 -0.019
H 5.3509 15.7922 30.5079 0.080
Cl 2.6778 7.9678 24.4554 0.495
C 3.2428 9.3402 23.3762 -0.607
C 2.6783 9.2891 21.9851 -0.675
Cl 1.0861 10.0390 21.6999 0.559
H 4.3258 9.2812 23.4839 0.072
H 2.9959 10.2534 23.9178 -0.003
H 2.7848 8.2467 21.6847 0.071
H 3.4129 9.7458 21.3219 0.073
```